Molecular formula: C22H38BrCl3CsN8SSeSi2
Method: DFT, ωB97M-V/def2-TZVPD

Results
- Charge: -1
- Maximum force: 1.17 eV Å⁻¹
- Gap between HOMO and LUMO: 6.005 eV
- E_tot: -8652.78905 hartree

Geometry (Å):
Cs1 -1.0036 -0.7757 -0.9503
Br1 5.4392 -1.2123 0.5744
Se1 -0.2060 3.6555 0.1386
Cl1 -0.3024 -5.4871 0.4018
Cl2 -1.4883 -3.5965 -2.0345
Cl3 1.2283 -5.4471 -2.5156
S1 -0.7511 -0.7245 -4.5972
Si1 0.4655 -4.0334 -1.0320
Si2 -1.7649 4.5958 -1.1071
N1 2.2612 0.3484 -0.0576
N2 -1.4099 0.5975 1.7876
N3 -3.8792 -0.3547 0.6443
N4 -2.0203 -2.2236 1.8302
N5 0.3839 -3.1155 -4.8985
N6 1.5646 -1.6405 -3.6312
N7 2.2346 -3.2033 2.2021
N8 1.5719 -0.6593 -2.6513
C1 -3.8948 0.7366 1.6174
C2 3.0174 -2.4277 1.4584
C3 3.3086 2.0434 -1.3847
C4 -2.0823 6.4051 -0.6634
C5 2.3216 1.1817 0.9804
C6 -1.2629 -0.1664 3.0190
C7 -4.3389 -1.6475 1.1278
C8 4.3829 -2.3217 1.6857
C9 -1.0786 -1.6737 2.7918
C10 2.7174 -0.1851 -2.3590
C11 2.7981 -3.8972 3.1874
C12 -1.3269 4.5812 -2.9400
C13 4.9710 -3.0363 2.7115
C14 2.7504 0.7829 -1.2192
C15 3.9941 -0.5620 -3.0490
C16 2.8450 2.4592 0.9123
C17 4.1519 -3.8476 3.4808
C18 -2.5649 1.4840 1.7249
C19 -3.4521 3.7430 -0.9874
C20 -3.4215 -2.2295 2.2068
C21 0.4203 -1.8848 -4.3374
C22 3.3382 2.9023 -0.3023
H1 -0.4096 0.1877 3.6112
H2 4.8013 0.1086 -2.7627
H3 -4.1728 0.3287 2.5945
H4 -0.0772 -1.8725 2.4020
H5 2.8174 3.1038 1.7788
H6 -1.1319 -2.1704 3.7768
H7 -4.3576 -2.3312 0.2747
H8 3.8624 -0.5443 -4.1325
H9 -3.3608 2.6792 -1.2263
H10 -1.7143 -3.1390 1.5252
H11 1.9279 0.7985 1.9175
H12 6.0340 -2.9631 2.8976
H13 -3.5423 -1.6540 3.1289
H14 -4.3842 -0.0990 -0.1920
H15 -1.2569 3.5550 -3.3091
H16 -0.4915 -3.3218 -5.3500
H17 -4.1703 4.1845 -1.6856
H18 4.5578 -4.4334 4.2947
H19 0.7990 -3.8877 -4.3897
H20 -2.1430 0.0019 3.6496
H21 -0.3552 5.0554 -3.0948
H22 -3.0483 6.7594 -1.0362
H23 -2.0729 5.1145 -3.5388
H24 -4.6704 1.4711 1.3720
H25 -2.0563 6.5290 0.4211
H26 2.1334 -4.5283 3.7671
H27 -0.5874 1.1644 1.5989
H28 -5.3625 -1.6140 1.5398
H29 -3.7743 -3.2417 2.4400
H30 -2.4216 2.1306 0.8631
H31 3.6766 2.3541 -2.3543
H32 -2.6218 2.1491 2.6025
H33 3.7121 3.9117 -0.4078
H34 -1.3021 7.0424 -1.0879
H35 2.5543 -1.8684 0.6543
H36 4.2993 -1.5745 -2.7661
H37 -3.8632 3.8270 0.0226
H38 2.2555 -2.3768 -3.5650